# C9H9NO5S5Tc

A structure of composition C9H9NO5S5Tc (ωB97M-V/def2-TZVPD, the Open Molecules 2025 dataset).

Geometry (Å):
Tc: 0.90411 1.17969 -0.24346
O: -0.03943 -0.72547 0.37723
C: 0.43567 -1.12208 1.69089
C: 1.87629 -0.67076 1.80757
N: 1.98708 0.78074 1.56815
C: 1.33323 1.58011 2.63541
C: -0.16272 1.76111 2.36361
O: -0.96947 1.79365 3.26247
O: -0.43754 1.92845 1.09036
C: 3.35933 1.25193 1.31954
C: 3.28366 2.55236 0.50903
O: 4.15805 3.37419 0.53947
O: 2.18850 2.66059 -0.24021
H: -1.00385 -0.65520 0.39134
H: 0.38102 -2.20869 1.76976
H: -0.20188 -0.67668 2.45577
H: 2.48745 -1.17477 1.05672
H: 2.25879 -0.93334 2.80055
H: 1.77741 2.57792 2.61296
H: 1.51062 1.14240 3.61922
H: 3.88532 0.50932 0.71549
H: 3.91157 1.41886 2.24608
S: 1.56775 1.11136 -7.46045
C: 1.40316 1.11257 -5.84666
S: 0.19428 2.02873 -4.99522
C: 0.61858 1.51964 -3.37978
C: 1.68353 0.63989 -3.28320
S: 2.16189 -0.01977 -1.79818
S: 2.42052 0.17332 -4.78548
S: -0.27667 1.96021 -2.01903

Calculated values
- Max |F|: 0.781 eV/A
- HOMO level (spin up / spin down): -8.10 / -8.19 eV
- Relative energy (zero: lowest compared OMol25 entry of this formula, charge and spin): 1.6 kcal per mole
- 2S+1: 2
- HOMO-LUMO gap (spin up / spin down): 6.10 / 5.83 eV

# C3H26N6O10

A cluster of 10 separate species, C3H26N6O10 in total at a distorted geometry (ωB97M-V/def2-TZVPD, the Open Molecules 2025 dataset).

Geometry (Å):
O: -2.37627 -1.85995 -1.98658
H: -1.45340 -1.60913 -2.02693
H: -2.44157 -2.62708 -2.55532
O: 1.85129 -2.72126 -0.41721
H: 1.07876 -2.25364 -0.73464
H: 2.18415 -2.17778 0.29699
O: -0.16774 -0.64906 0.19466
H: 0.05707 -0.19862 1.00878
H: -0.05476 0.01453 -0.48586
O: 0.50728 0.84010 2.40713
H: 1.09192 1.04318 3.13734
H: -0.37141 0.88149 2.78455
O: 2.99578 -0.95659 1.02609
H: 2.54126 -0.66251 1.81550
H: 3.51079 -0.19872 0.74929
O: -3.04411 -2.01183 0.90745
H: -3.61657 -2.46615 1.52559
H: -2.21714 -1.90781 1.37813
O: 1.94693 1.01714 -1.45047
H: 2.73779 0.87922 -1.97178
H: 1.27153 0.50931 -1.90009
C: -1.25479 2.20856 -3.04432
O: -2.03586 2.16283 -2.15345
N: 0.01354 2.21424 -2.90564
N: -1.61543 2.45670 -4.26080
H: 0.55323 2.35054 -3.74841
H: 0.46500 2.25399 -2.00304
H: -2.61295 2.46001 -4.41903
H: -1.06106 2.10120 -5.02655
C: 0.19005 4.14107 -0.24979
O: -0.66227 4.92642 -0.71881
N: 1.35938 4.01995 -0.65827
N: -0.06317 3.41282 0.74597
H: 1.66871 4.59643 -1.42774
H: 2.00860 3.33026 -0.30765
H: 0.48416 2.57664 0.89210
H: -0.95924 3.47229 1.20817
C: -0.60085 -4.01727 2.64567
O: -1.13708 -4.27125 1.59570
N: -0.14697 -4.98259 3.37052
N: -0.43432 -2.85783 3.19674
H: -0.29040 -5.85763 2.88696
H: 0.67267 -4.81366 3.93598
H: -0.69404 -2.01231 2.70916
H: 0.12152 -2.75627 4.03390

Calculated values
- Max |F|: 8.805 eV/A
- HOMO level: -9.19 eV
- Relative energy (zero: lowest compared OMol25 entry of this formula, charge and spin): 101.7 kcal per mole
- HOMO-LUMO gap: 8.50 eV

# CClF3

The molecule CClF3 at a distorted geometry (ωB97M-V/def2-TZVPD, the Open Molecules 2025 dataset).

Geometry (Å):
C: -0.06590 0.06631 -0.00191
F: -1.12449 -0.42806 -0.62950
F: 0.20554 1.31185 -0.26884
F: -0.34386 0.13073 1.26671
Cl: 1.32872 -1.08084 -0.36646

Calculated values
- Max |F|: 2.215 eV/A
- HOMO level: -12.29 eV
- Relative energy (zero: lowest compared OMol25 entry of this formula, charge and spin): 6.4 kcal per mole
- HOMO-LUMO gap: 13.01 eV

# C10H27BClN3O6P2

A cluster of 3 separate species, C10H27BClN3O6P2 in total at a distorted geometry (ωB97M-V/def2-TZVPD, the Open Molecules 2025 dataset).

Geometry (Å):
C: 2.80693 1.51506 0.53498
O: 2.22284 2.66795 1.24345
C: 1.44950 3.53075 0.29001
C: 0.53089 4.66570 1.03506
C: -0.83576 4.10262 1.74353
B: -1.81710 3.21736 0.76289
P: -3.28429 4.04388 -0.22106
O: -4.76234 3.10561 0.05213
Cl: -2.81000 3.90983 -2.32050
P: -1.58621 1.30920 0.50281
N: -0.48886 0.68260 1.56460
O: -0.97988 0.89632 -1.08958
O: -3.11992 0.49956 0.73795
H: 3.91017 1.68031 0.15920
H: 2.83200 0.62158 1.32219
H: 2.15875 1.11932 -0.36806
H: 2.28940 4.12841 -0.31154
H: 0.88772 2.88483 -0.51386
H: 1.20252 5.10863 1.91604
H: 0.30789 5.60244 0.33266
H: -0.66958 3.48895 2.72927
H: -1.47030 5.06079 2.06568
H: -5.04754 3.23033 1.01088
H: -0.10572 1.44189 2.16909
H: -1.52948 1.41952 -1.74431
H: -2.95066 -0.09941 1.54840
C: 2.05872 -2.41021 1.79422
C: 3.44718 -2.85232 1.42480
O: 4.01573 -2.44210 0.41560
N: 4.08170 -3.73664 2.24611
C: 3.59564 -4.33401 3.46694
H: 1.68898 -1.70668 1.04251
H: 1.38543 -3.27108 1.82154
H: 2.07121 -1.90444 2.76325
H: 5.01162 -3.98357 1.92742
H: 4.28271 -4.06421 4.27275
H: 3.60283 -5.41926 3.33899
H: 2.58776 -4.00302 3.72044
C: -2.07593 -3.83588 -4.32285
C: -2.57914 -2.45876 -4.65461
O: -3.01225 -2.17311 -5.76854
N: -2.54717 -1.50834 -3.67743
C: -2.08222 -1.63647 -2.31693
H: -2.16684 -4.47828 -5.20364
H: -1.02199 -3.79138 -4.03579
H: -2.67320 -4.26962 -3.51657
H: -2.90310 -0.60917 -3.98088
H: -2.91251 -1.38945 -1.65077
H: -1.27534 -0.91520 -2.16562
H: -1.72078 -2.64085 -2.09283

Calculated values
- Max |F|: 4.753 eV/A
- HOMO level: -8.95 eV
- HOMO-LUMO gap: 6.57 eV

- Number 1 is which compound?
  C9H9NO5S5Tc

- Which of these has the lowest max |F|?
  C9H9NO5S5Tc

- Look up the max |F| of the first one.
  0.781 eV/A

Please write out number 2 again, unchanged.
# C3H26N6O10

A cluster of 10 separate species, C3H26N6O10 in total at a distorted geometry (ωB97M-V/def2-TZVPD, the Open Molecules 2025 dataset).

Geometry (Å):
O: -2.37627 -1.85995 -1.98658
H: -1.45340 -1.60913 -2.02693
H: -2.44157 -2.62708 -2.55532
O: 1.85129 -2.72126 -0.41721
H: 1.07876 -2.25364 -0.73464
H: 2.18415 -2.17778 0.29699
O: -0.16774 -0.64906 0.19466
H: 0.05707 -0.19862 1.00878
H: -0.05476 0.01453 -0.48586
O: 0.50728 0.84010 2.40713
H: 1.09192 1.04318 3.13734
H: -0.37141 0.88149 2.78455
O: 2.99578 -0.95659 1.02609
H: 2.54126 -0.66251 1.81550
H: 3.51079 -0.19872 0.74929
O: -3.04411 -2.01183 0.90745
H: -3.61657 -2.46615 1.52559
H: -2.21714 -1.90781 1.37813
O: 1.94693 1.01714 -1.45047
H: 2.73779 0.87922 -1.97178
H: 1.27153 0.50931 -1.90009
C: -1.25479 2.20856 -3.04432
O: -2.03586 2.16283 -2.15345
N: 0.01354 2.21424 -2.90564
N: -1.61543 2.45670 -4.26080
H: 0.55323 2.35054 -3.74841
H: 0.46500 2.25399 -2.00304
H: -2.61295 2.46001 -4.41903
H: -1.06106 2.10120 -5.02655
C: 0.19005 4.14107 -0.24979
O: -0.66227 4.92642 -0.71881
N: 1.35938 4.01995 -0.65827
N: -0.06317 3.41282 0.74597
H: 1.66871 4.59643 -1.42774
H: 2.00860 3.33026 -0.30765
H: 0.48416 2.57664 0.89210
H: -0.95924 3.47229 1.20817
C: -0.60085 -4.01727 2.64567
O: -1.13708 -4.27125 1.59570
N: -0.14697 -4.98259 3.37052
N: -0.43432 -2.85783 3.19674
H: -0.29040 -5.85763 2.88696
H: 0.67267 -4.81366 3.93598
H: -0.69404 -2.01231 2.70916
H: 0.12152 -2.75627 4.03390

Calculated values
- Max |F|: 8.805 eV/A
- HOMO level: -9.19 eV
- Relative energy (zero: lowest compared OMol25 entry of this formula, charge and spin): 101.7 kcal per mole
- HOMO-LUMO gap: 8.50 eV